(1)
51
Properties=species:S:1:pos:R:3 method="wB97M-V/def2-TZVPD" lumo_energy_ev="3.894 / 3.851" multiplicity=4 gap_ev="5.249 / 5.560" homo_energy_ev="-1.35 / -1.71" fmax_ev_per_a=1.27 s_squared=3.78 charge=-2 relative_energy_kj_mol=58.6
C -1.51 -2.50 0.61
N 1.27 1.62 -1.05
C 1.31 2.94 -0.79
Te -4.77 2.09 -0.32
C -2.72 -4.81 3.95
H 0.37 3.48 -0.82
H -3.02 -5.39 4.82
C 2.39 0.95 -1.00
N 4.74 0.81 -0.57
Se -2.81 2.18 2.93
N 3.66 2.86 -0.40
S 1.11 -0.56 1.50
N -3.29 -1.51 2.43
N -0.39 -1.94 -1.16
C -1.82 -5.35 3.04
C -2.82 -2.80 2.66
H 0.35 1.85 -5.51
C 0.39 0.98 -4.86
H 4.61 -0.20 -0.50
Sb 2.42 -2.53 1.17
H 0.72 -3.20 -2.42
N -1.97 -1.18 0.55
C -1.42 -4.62 1.94
N -0.71 -2.94 -0.29
H -3.23 0.24 1.35
C 1.17 -0.15 -5.18
C 0.39 -1.16 -3.16
C 0.29 -2.22 -2.25
H -0.87 1.86 -3.36
S 3.57 -2.39 -0.85
H 1.79 -2.09 -4.51
H -1.42 -6.35 3.21
N -0.31 -0.04 -2.81
H -0.70 -5.00 1.23
C -0.30 0.99 -3.67
C 3.61 1.56 -0.65
C 1.18 -1.22 -4.33
H 2.39 -0.12 -1.23
H 1.77 -0.16 -6.08
Se -1.12 2.18 1.37
H 5.48 1.20 0.00
C -3.23 -3.54 3.76
H -3.92 -3.10 4.48
C -1.92 -3.34 1.73
Se -2.36 1.89 -0.89
C 2.51 3.54 -0.49
Ti -0.43 0.04 -0.52
S 3.68 -2.94 3.02
H 2.55 4.60 -0.28
C -2.83 -0.77 1.42
H -3.85 -1.03 3.12

***

(2)
44
Properties=species:S:1:pos:R:3 method="wB97M-V/def2-TZVPD" lumo_energy_ev="-4.071 / -5.870" multiplicity=3 gap_ev="8.108 / 6.710" homo_energy_ev="-12.18 / -12.58" fmax_ev_per_a=2.72 s_squared=2.05 charge=+1
N 0.69 -1.48 0.50
H -0.92 4.37 1.00
C -0.93 3.32 0.62
H -4.34 -4.09 0.28
C 3.46 0.83 -0.09
H 2.58 4.35 -2.69
C -1.75 -4.82 0.27
C 0.43 -3.89 0.47
H -0.59 3.32 -0.41
C -3.29 -0.96 0.38
H 4.02 2.92 0.25
O -3.25 3.55 0.07
C -0.40 -5.00 0.44
C 2.47 0.02 -0.62
C 2.64 2.68 -1.33
C -2.32 -3.49 0.31
O 3.11 -1.66 1.20
O 2.50 -2.60 -0.97
H 0.00 -6.02 0.51
C 2.55 4.17 -1.60
S 2.32 -1.59 0.00
H 0.82 -0.12 -1.99
C 1.72 1.81 -1.98
H -0.35 2.53 2.49
H 1.64 4.53 -1.17
H 1.51 -4.04 0.69
N -0.12 2.42 1.49
H 4.01 0.53 0.76
C -3.70 -3.26 0.29
C -2.40 2.90 0.60
O -2.54 1.70 1.22
C -1.50 -2.38 0.39
N -1.99 -1.16 0.38
H 0.99 2.20 -2.64
H 3.40 4.70 -1.17
Au -0.74 0.51 1.05
H -5.27 -1.87 0.37
C -4.22 -2.00 0.33
H 0.85 2.56 1.36
H -3.59 0.06 0.44
H -2.45 -5.64 0.08
C 1.62 0.50 -1.60
C 3.45 2.18 -0.36
C -0.10 -2.58 0.37

***

(3)
42
Properties=species:S:1:pos:R:3 method="wB97M-V/def2-TZVPD" lumo_energy_ev=0.053 smiles="Cc1cc(SCC(=O)N/N=C/c2ccccc2C(=O)O)c(C)cc1Br" gap_ev=8.686 homo_energy_ev=-8.63 fmax_ev_per_a=1.00 relative_energy_kj_mol=0.0
H -0.52 0.24 3.29
C -2.69 -0.10 1.07
C 2.72 -2.03 -0.27
C 3.99 -2.05 0.27
S -3.57 2.05 -0.33
C 1.63 -1.70 0.54
Br 2.35 0.81 -2.54
H 0.12 -1.91 -1.05
H -3.11 -0.04 -3.31
H 5.19 -1.77 2.02
C 0.64 -1.17 2.77
H -2.67 1.40 -4.23
C 3.11 -1.45 2.42
H -4.75 0.51 1.03
C 0.45 1.71 -0.58
H 2.04 2.91 0.17
C -3.92 0.36 0.34
H 1.26 1.88 1.38
H 2.38 1.18 0.20
N -0.61 -1.09 0.71
H -4.21 -0.29 -0.48
H 2.57 -2.25 -1.31
O 0.38 0.13 2.93
C -0.85 1.98 -0.18
H -2.13 -1.13 -0.66
C 1.83 -1.42 1.90
H -3.81 1.53 -2.88
C 0.61 1.22 -1.87
O -2.40 0.24 2.19
H 4.84 -2.29 -0.37
O 0.03 -2.05 3.32
N -1.86 -0.87 0.29
H -1.02 2.36 0.82
C -2.91 1.03 -3.23
C -0.46 1.02 -2.72
C 4.19 -1.75 1.61
C -1.93 1.76 -1.01
C -1.76 1.28 -2.31
H -0.29 0.65 -3.72
C 1.60 1.93 0.35
H 3.26 -1.24 3.47
C 0.29 -1.60 -0.02